[1]
An isolated molecule of C2HClF3NO2 at a distorted geometry, computed with ωB97M-V/def2-TZVPD.

Cartesian coordinates (Å):
C1 0.421 0.080 0.558
C2 -0.981 0.491 0.011
N1 1.051 -0.602 -0.535
O1 1.843 0.058 -1.141
O2 0.715 -1.711 -0.795
F1 -0.940 1.475 -0.842
F2 -1.549 -0.529 -0.655
F3 -1.877 0.873 0.947
Cl1 0.226 -1.173 1.778
H1 1.092 1.038 0.673

Results
spin multiplicity = 1
gap between HOMO and LUMO = 11.2 eV
E_LUMO = -0.54 eV
SMILES = O=[N+]([O-])[C@H](Cl)C(F)(F)F
highest occupied orbital energy = -11.71 eV
E_tot = -1041.72350 hartree
charge = 0

[2]
An isolated molecule of C2HClFN at a distorted geometry, computed with ωB97M-V/def2-TZVPD.

Cartesian coordinates (Å):
C1 -0.301 -0.121 0.250
C2 0.779 -0.041 -0.660
H1 0.092 -0.633 1.189
N1 1.684 -0.026 -1.450
F1 -1.542 -0.572 -0.248
Cl1 -0.711 1.394 0.918

Results
spin multiplicity = 1
gap between HOMO and LUMO = 12.3 eV
E_LUMO = 0.33 eV
SMILES = N#C[C@H](F)Cl
highest occupied orbital energy = -11.98 eV
E_tot = -691.57239 hartree
charge = 0

[3]
An isolated molecule of C2HClIO2P at a distorted geometry, computed with ωB97M-V/def2-TZVPD.

Cartesian coordinates (Å):
C1 -0.029 -0.482 -0.905
C2 -0.880 -0.249 0.019
O1 0.914 0.488 -0.971
O2 -0.587 1.103 0.851
P1 0.933 1.574 0.376
Cl1 2.079 0.245 1.416
I1 -2.539 -1.251 0.616
H1 0.110 -1.429 -1.401

Results
spin multiplicity = 1
gap between HOMO and LUMO = 9.4 eV
E_LUMO = 0.20 eV
SMILES = ClP1OC=C(I)O1
highest occupied orbital energy = -9.16 eV
E_tot = -1326.53117 hartree
charge = 0

[4]
An isolated molecule of C2HClN2O2 at a distorted geometry, computed with ωB97M-V/def2-TZVPD.

Cartesian coordinates (Å):
C1 0.095 0.527 1.051
C2 -0.640 -0.299 -0.767
H1 1.053 -0.976 -1.342
N1 1.132 -0.089 0.538
N2 0.583 -0.504 -0.668
O1 -1.352 -0.492 -1.731
O2 -1.106 0.328 0.498
Cl1 0.233 1.505 2.422

Results
spin multiplicity = 1
gap between HOMO and LUMO = 10.4 eV
E_LUMO = 0.60 eV
SMILES = O=c1[nH]nc(Cl)o1
highest occupied orbital energy = -9.84 eV
E_tot = -796.96531 hartree
charge = 0

[5]
A cluster of 2 separate species, C2HClN2O2 in total at a distorted geometry, computed with ωB97M-V/def2-TZVPD.

Cartesian coordinates (Å):
C1 1.327 -0.574 1.744
C2 1.345 -0.863 0.354
N1 1.244 -0.244 2.846
N2 -1.911 0.892 -1.126
O1 -2.234 0.122 -1.925
O2 -1.805 2.058 -1.127
Cl1 -0.136 -0.711 -0.404
H1 2.170 -0.679 -0.361

Results
spin multiplicity = 1
gap between HOMO and LUMO (spin up / spin down) = 8.6 / 7.9 eV
E_LUMO (spin up / spin down) = -1.81 / -1.70 eV
highest occupied orbital energy (spin up / spin down) = -10.44 / -9.57 eV
E_tot = -796.78599 hartree
charge = 0

[6]
A structure of composition C2HClN2S at a distorted geometry, computed with ωB97M-V/def2-TZVPD.

Cartesian coordinates (Å):
C1 0.508 -0.581 0.725
C2 0.475 -1.450 -0.359
N1 -0.243 0.559 0.806
N2 -0.174 0.839 -0.484
S1 0.051 -0.368 -1.632
Cl1 -1.589 2.098 -0.505
H1 0.973 -1.096 1.449

Results
spin multiplicity = 1
gap between HOMO and LUMO (spin up / spin down) = 7.7 / 7.7 eV
E_LUMO (spin up / spin down) = -1.70 / -1.70 eV
highest occupied orbital energy (spin up / spin down) = -9.39 / -9.39 eV
E_tot = -1044.47731 hartree
charge = 0

[7]
A cluster of 3 separate species, C2HClNO3 in total at a distorted geometry, computed with ωB97M-V/def2-TZVPD.

Cartesian coordinates (Å):
C1 1.037 -2.134 0.450
C2 -0.911 2.279 0.484
N1 1.072 -1.482 -0.542
O1 -0.264 3.102 -0.042
O2 1.093 -2.815 1.411
O3 -1.552 1.594 1.115
Cl1 -0.873 0.365 -1.831
H1 0.399 -0.908 -1.044

Results
spin multiplicity = 1
gap between HOMO and LUMO = 8.4 eV
E_LUMO = 3.51 eV
highest occupied orbital energy = -4.84 eV
E_tot = -817.63437 hartree
charge = -1

[8]
The ion C2HClNOS2 with charge -1 at a distorted geometry, computed with ωB97M-V/def2-TZVPD.

Cartesian coordinates (Å):
C1 1.884 -0.016 -0.173
C2 -0.337 -0.029 0.978
N1 0.845 -0.082 0.566
O1 -0.888 1.798 -0.815
S1 -0.892 -0.369 2.509
S2 -1.520 0.581 -0.381
Cl1 2.161 -1.563 -1.051
H1 -1.254 -0.319 -1.632

Results
spin multiplicity = 1
gap between HOMO and LUMO = 7.0 eV
E_LUMO = 3.12 eV
highest occupied orbital energy = -3.86 eV
E_tot = -1463.31464 hartree
charge = -1

Record-wise energy relative to the best compared isomer or geometry (same formula, charge and spin) values, in kcal per mole: 0.38; 13.04; 17.26; 19.25; 131.77; 112.33; 0.00; 89.51